1.
Computed, not measured: the molecule C2H6, with ωB97M-V with the def2-TZVPD basis set.

Results
M: 30.1 g mol⁻¹
strongest force on any atom: 4.202 eV/Å
relative energy (zero: lowest compared OMol25 entry of this formula, charge and spin): 40.7 kcal/mol
HOMO-LUMO gap: 12.1 eV

Each line ends with the natural charge from an NBO analysis.
Cartesian coordinates (Å):
1 C 0.73594 0.00591 0.03852  -0.64
2 C -0.75530 -0.06633 0.02645  -0.62
3 H 0.81207 1.12746 0.09232  0.22
4 H -1.32685 -0.84632 -0.66872  0.22
5 H -1.01975 -0.15040 1.18043  0.21
6 H -0.92511 1.08492 -0.31747  0.20
7 H 1.43658 -0.78413 0.66536  0.21
8 H 1.04241 -0.37110 -1.01688  0.20

2.
Computed, not measured: a cluster of 2 separate species, C25H44F5N8O6 in total, with ωB97M-V with the def2-TZVPD basis set.

Results
M: 647.7 g mol⁻¹
strongest force on any atom: 7.030 eV/Å
HOMO-LUMO gap: 7.3 eV
total charge: +1

Each line ends with the Mulliken charge.
Cartesian coordinates (Å):
1 H 1.88573 3.73277 -5.35469  0.25
2 C -1.32418 4.09040 -4.94734  -0.65
3 C 4.30144 -1.88857 2.88850  -0.98
4 C 2.38862 2.84714 1.72326  -0.67
5 H 0.58595 2.56760 3.73353  0.36
6 C 0.90082 -1.33937 3.08486  -1.11
7 C -0.29440 1.01028 2.78897  -0.79
8 H -0.41018 -1.78534 6.38592  0.34
9 H 4.45292 -2.74150 2.13946  0.28
10 H -1.26850 0.71640 3.31401  0.23
11 C 0.69673 -3.74198 -1.24190  -0.81
12 H -2.68654 0.91273 -5.45946  0.44
13 F 3.85391 0.51008 3.18516  -0.34
14 C -2.10357 -1.18429 1.46724  -0.39
15 H -0.95448 1.17784 -5.35581  0.29
16 N 1.68348 -4.41930 -0.30324  -0.51
17 H -0.60279 1.86312 2.05900  0.47
18 C -2.71490 -3.73936 -1.23418  0.42
19 H 1.40113 -2.27629 2.60883  0.24
20 H 3.49608 -2.14735 3.66105  0.18
21 N 0.55813 1.54050 3.93559  -0.51
22 H -1.71034 4.92559 -4.35196  0.37
23 H 5.29496 -1.80383 3.48497  0.38
24 H 2.61463 -1.69236 0.91050  -0.38
25 H -0.82209 2.41684 -3.13807  0.28
26 H -1.13961 -0.21263 -1.04948  -0.27
27 O -1.78348 -2.99558 -3.63785  -0.55
28 H 1.33402 -2.94885 -1.79883  0.39
29 N -0.53189 -4.05281 1.76977  0.43
30 H -4.41902 1.59988 1.10105  0.43
31 H -1.10588 -2.39842 3.69251  0.14
32 H 1.86876 3.69552 -2.14061  0.20
33 H -2.73583 1.92546 0.44410  0.08
34 H -2.25448 -1.00226 2.60498  0.45
35 H 2.66485 5.56408 -0.47748  0.31
36 C -0.13973 -1.94137 4.12252  -0.58
37 N -1.84996 2.42305 -3.24138  -0.19
38 H 5.02390 -0.21041 1.60696  0.32
39 H 0.30450 -4.57663 -1.92191  0.25
40 H -0.00332 1.52760 4.81786  0.30
41 O 0.01985 3.88903 -4.51671  -0.33
42 C -0.39944 -1.06681 5.47057  -0.61
43 O 0.11221 -2.06016 0.41897  0.33
44 H 0.93082 2.25106 -5.38170  0.27
45 C 1.85272 1.61099 0.92663  -0.50
46 H -3.01127 1.47790 2.27688  0.20
47 C 0.42397 -0.23627 2.00474  -0.08
48 H -1.38417 4.39529 -5.99568  0.44
49 H -4.25391 -0.72996 1.34655  0.43
50 C -1.23830 -2.41626 -2.64993  0.41
51 H 0.48777 -0.34840 5.69173  0.30
52 N 2.68590 4.18188 1.32465  -0.56
53 C -3.31185 1.25158 1.19785  -0.96
54 H -2.48568 -2.28005 1.34449  0.30
55 H 0.39497 -2.88529 4.56358  0.45
56 N -1.61763 -2.72367 -1.27266  1.05
57 C 1.68261 1.94568 -0.63206  -0.10
58 C 0.88099 3.33379 -5.51253  -0.73
59 H 0.55945 3.57397 -6.52821  0.39
60 O -3.83956 -3.51910 -0.70508  -0.43
61 H 1.33385 1.12209 -1.37035  0.42
62 C -0.49595 -3.04122 -0.35437  -0.62
63 C 4.01866 -0.46601 2.13327  0.04
64 C -1.90437 1.67153 -5.57033  -1.37
65 F -3.55524 -0.58797 -0.59420  -0.38
66 H 1.74776 -0.83247 3.70093  0.62
67 O -0.96940 -4.17455 0.48562  -0.33
68 C -0.62809 -0.92341 0.90795  0.02
69 C 2.48668 4.50320 -0.04789  -0.34
70 N 1.60863 0.26116 1.34200  1.49
71 H -2.19222 3.10257 -2.55335  0.38
72 N -0.70236 0.06513 -0.17851  1.01
73 F -2.56399 -5.06860 -1.78682  -0.24
74 F -0.27218 -1.39544 -3.02368  -0.23
75 C -2.17545 2.85056 -4.64359  0.14
76 H -2.21511 1.49863 -2.99894  0.24
77 H -1.89889 1.99137 -6.61552  0.36
78 H -3.23974 3.10011 -4.66725  0.38
79 C 2.79028 -0.55448 1.07864  -0.11
80 C 2.01279 3.40470 -1.03436  -0.51
81 F -1.69437 -0.40713 5.49067  -0.34
82 C -3.30925 -0.30936 0.80564  -0.20
83 H 2.59075 2.64473 2.84919  0.42
84 H 2.64345 -4.33383 -0.66398  0.26
85 H 3.24435 -0.19957 0.06488  0.62
86 H -0.81065 1.04019 0.09485  0.12
87 O -0.19385 -5.13498 2.14258  -0.49
88 H 1.39911 -5.42050 -0.24153  0.25

3.
Computed, not measured: a structure of composition C28H42ClN8O9PTi, with ωB97M-V with the def2-TZVPD basis set.

Results
M: 749.0 g mol⁻¹
strongest force on any atom: 0.687 eV/Å
relative energy (zero: lowest compared OMol25 entry of this formula, charge and spin): 10.1 kcal/mol
HOMO-LUMO gap: 6.8 eV
total charge: +2

Each line ends with the Mulliken charge.
Cartesian coordinates (Å):
1 C 2.97726 3.26598 1.57498  -0.53
2 C 4.31098 3.44518 1.24308  -0.88
3 O 0.51898 -0.86193 2.52623  -0.57
4 H 1.99144 -1.05828 -4.92920  0.40
5 H -2.24389 2.58776 2.65745  0.22
6 C -0.10638 4.19162 3.15426  -1.82
7 H -0.46638 1.93982 -1.68679  0.35
8 C -3.11532 0.39393 1.15694  -0.58
9 H 0.10750 5.40620 -0.94326  0.52
10 O 1.04210 -7.93360 2.72871  -0.60
11 C 0.21414 -6.37102 1.26638  -0.31
12 C -0.33183 3.48085 -0.12407  2.44
13 H -0.03091 -8.39610 0.64046  0.54
14 H 2.09558 1.18235 -0.93993  0.00
15 C -0.06844 2.94596 -1.53875  -2.72
16 C -0.19497 -7.35823 0.38910  -0.59
17 C -1.44208 2.12046 3.22993  -1.77
18 C -2.41457 0.24952 -2.43169  -1.22
19 N 0.96729 -0.93005 -3.13371  0.42
20 H 5.88884 2.95337 -0.12150  0.43
21 H 0.37941 -4.29734 1.73356  0.56
22 N -1.20087 -0.07360 -3.17379  0.29
23 C 0.04257 -5.02785 1.01119  -0.09
24 H -1.88228 0.74423 -4.95102  0.48
25 C -0.99654 -5.63976 -1.08709  -0.80
26 C -0.05600 2.68091 2.88749  1.81
27 O 2.17031 -2.59081 2.40831  -0.57
28 O 2.83382 -0.38821 2.95689  -0.53
29 H -1.13689 -7.73687 -1.49587  0.44
30 O -0.11644 -0.30438 -1.22182  1.63
31 C 0.08994 -0.07842 -5.25022  -0.74
32 H -2.38102 2.74638 -0.24720  0.21
33 H 2.58946 3.79484 2.43103  0.20
34 H 0.71554 0.95050 3.96861  0.20
35 H 1.43796 4.77497 0.01011  0.34
36 N -4.27975 -0.15948 1.43145  -1.02
37 C -0.77755 -3.24315 -0.51761  0.18
38 N -3.95483 -1.43536 1.50422  1.06
39 C 4.04185 1.99765 -0.64757  -0.96
40 Ti -0.03426 -0.58440 0.56305  -0.23
41 H -4.60390 -3.27863 1.50594  0.29
42 H -2.66288 -0.56730 -1.75582  0.17
43 H -2.97383 1.45084 1.03473  0.48
44 N -2.71770 -1.70877 1.29885  -0.52
45 H -3.21879 0.36875 -3.15345  0.61
46 H 2.04163 -1.38042 -1.36679  -0.10
47 H 0.53361 0.90967 -5.11116  0.30
48 H -1.83655 -1.02348 -4.92692  0.30
49 C 0.35269 4.85392 -0.03460  -1.52
50 C -0.56891 -4.66437 -0.18322  0.45
51 Cl 1.96408 -1.22036 2.25810  1.75
52 H -1.47265 -5.33594 -2.00853  0.51
53 H 1.97278 2.12779 3.61867  0.37
54 H -1.64231 2.33447 4.28107  0.65
55 C -1.84203 3.65165 0.04271  -1.91
56 O -1.34016 -2.81599 -1.49568  -0.54
57 H 0.76631 2.46082 4.84968  0.56
58 H 0.00747 5.44938 0.80325  0.33
59 H 4.45027 1.50983 -1.52212  0.49
60 C 2.71205 1.81150 -0.30673  -0.11
61 H 0.02708 -0.26416 -6.32126  0.40
62 C -0.80884 -6.98007 -0.79933  -0.65
63 C 2.15823 2.42680 0.81642  0.80
64 H 0.99244 2.94713 -1.78295  0.42
65 H -0.29212 4.33265 4.22008  0.58
66 H -2.18108 4.43913 -0.63280  0.59
67 C 0.95819 -1.12783 -4.59248  -0.61
68 C 4.84910 2.80899 0.13511  -0.89
69 H 4.92856 4.09116 1.85098  0.50
70 H 0.60072 -2.13951 -4.80456  0.30
71 C -0.10760 -0.45431 -2.52998  -0.35
72 O -0.24850 -2.39237 0.40590  0.52
73 H -2.13680 3.94512 1.05025  0.29
74 O 1.95840 -0.84602 0.77815  -0.50
75 C -1.29377 -0.11876 -4.64014  -0.62
76 H -5.78958 -2.07015 1.62807  0.33
77 N 0.86788 -6.75697 2.53510  1.10
78 H -2.29969 1.18641 -1.88323  0.38
79 N -2.14151 -0.52276 1.06687  0.78
80 N -4.86052 -2.37947 1.89856  -0.61
81 C 0.92449 2.01101 3.86881  -1.65
82 H -0.56865 3.60918 -2.24619  0.63
83 H 0.81190 4.71803 2.91022  0.28
84 H -0.92687 4.67037 2.62298  0.37
85 P 0.36651 2.21699 1.10154  1.11
86 H 2.27165 -2.49993 -2.71681  0.42
87 C 2.14215 -1.45127 -2.44520  -0.63
88 H -1.48547 1.03499 3.11267  0.19
89 H 3.02284 -0.89189 -2.76200  0.36
90 O 1.15597 -5.85947 3.29488  -0.60

4.
Computed, not measured: a structure of composition C11H39N10NiO12, with ωB97M-V with the def2-TZVPD basis set.

Results
M: 562.2 g mol⁻¹
strongest force on any atom: 6.090 eV/Å
HOMO-LUMO gap (alpha / beta): 3.8 / 9.5 eV
spin multiplicity: 4

Each line ends with the Löwdin spin population.
Cartesian coordinates (Å):
1 N 1.77851 -1.61384 2.31791  0.00
2 H 2.02827 -1.61452 3.29654  0.00
3 H -3.53353 -0.97252 -6.16241  0.00
4 O -1.08648 0.19985 4.01594  0.00
5 O -0.02095 -0.87198 -1.19627  0.07
6 O -5.09573 0.45984 1.01907  0.00
7 O -0.02132 2.15899 2.52642  0.00
8 H -2.14222 -3.22230 1.90366  0.00
9 N -0.98499 4.24576 2.57579  0.00
10 H -0.30681 4.43517 0.32390  0.00
11 O 2.35395 -1.88889 0.17570  0.08
12 C 3.27909 -0.86403 -2.86324  0.04
13 H 0.72055 4.18539 -2.75928  0.00
14 C -4.29173 0.48833 -0.14728  0.00
15 H -1.34975 -0.42079 -3.07464  0.00
16 H 3.24176 0.71767 2.07540  0.00
17 H -1.17033 -1.97240 1.10577  0.00
18 H -1.04077 0.47249 -4.59916  0.00
19 H -3.29981 0.27610 0.25167  0.00
20 H -4.67596 -0.09693 -0.98271  0.00
21 H -3.95044 -1.15949 3.88807  0.00
22 H -1.03397 5.17458 2.18209  0.00
23 C -2.48982 -0.87196 -4.44157  0.00
24 N 3.24925 0.16896 -2.06323  0.00
25 H -0.68317 0.89003 3.48435  0.00
26 H -2.94226 0.98902 3.78482  0.00
27 H -1.87716 -5.05946 1.77117  0.00
28 H 0.40857 2.80456 0.23409  0.00
29 H -2.37381 -1.99369 4.31566  0.00
30 H 1.93144 3.68828 -3.94433  0.00
31 H 4.53723 -1.51107 -4.33991  0.00
32 C 3.73449 1.34916 1.33610  0.00
33 H -5.68143 -0.28049 0.84456  0.00
34 O 0.17388 -3.74432 -0.18770  0.17
35 H 5.14842 -0.26186 -3.41120  0.00
36 H -4.07341 1.46616 -0.57659  0.00
37 O -2.91445 -1.78716 -3.79649  0.01
38 H -0.76494 0.90082 0.91580  0.00
39 O 2.82607 2.22502 0.67658  0.00
40 C -0.33828 3.25502 1.97313  0.00
41 H -3.11035 -0.88748 5.48990  0.00
42 H 4.02775 -2.31185 2.76262  0.00
43 H -2.41672 -0.08462 2.56593  0.00
44 H 4.26567 0.78359 0.57055  0.00
45 C -0.66021 -3.81120 0.65757  0.03
46 N -0.04496 3.55248 0.73910  0.00
47 H 2.38452 0.47522 -1.64068  0.00
48 N -2.77413 -0.54974 -5.64796  0.00
49 O 0.61492 1.05975 -0.53685  0.01
50 N 3.78323 -2.20589 1.78841  0.00
51 O -0.70324 -0.04779 0.78191  0.00
52 H 4.03167 0.80194 -2.14843  0.00
53 H -0.69311 -5.81254 0.73912  0.00
54 H 4.51654 1.85507 1.90228  0.00
55 Ni 1.19324 -2.57762 -1.43925  2.32
56 C -2.41257 0.04624 3.64804  0.00
57 H 4.47653 -2.35064 1.06835  0.00
58 H -1.57422 3.95580 3.34313  0.00
59 O 2.39764 -1.65385 -2.78973  0.17
60 H 0.67480 1.61264 -2.52341  0.00
61 C 2.62489 -1.90646 1.36275  0.02
62 H 0.82221 -1.48795 2.01835  0.00
63 H -2.51312 0.39857 -5.87749  0.00
64 N -1.38650 -2.94054 1.29571  0.00
65 C 1.44308 3.40898 -3.01074  0.00
66 N -1.06929 -4.98022 1.17020  0.01
67 C -0.01393 0.03588 -0.36010  0.01
68 C -3.00506 -1.11228 4.42855  0.00
69 N -1.64563 -0.00480 -3.94613  0.00
70 H 2.15049 1.70576 0.23437  0.00
71 O 0.90139 2.11205 -3.31135  0.00
72 H 2.11124 3.39627 -2.14963  0.00
73 N 4.33529 -0.81828 -3.63325  0.01

> Look up the strongest force on any atom of the third one.

0.687 eV/Å

> What is the formula in the second record?

C25H44F5N8O6

> Look up the strongest force on any atom of the first one.

4.202 eV/Å